Formula: C3H34O17
Source: the Open Molecules 2025 dataset
Level of theory: wB97M-V/def2-TZVPD

Calculated values
- F_max: 2.74 eV/A
- 2S+1: 1
- Orbital gap: 8.99 eV
- Energy: -38470.49568 eV

Atoms and positions in Å:
O: 0.089 -1.415 0.686
C: 1.198 -1.227 0.194
O: 2.044 -2.230 0.075
C: 1.724 0.097 -0.306
C: 2.870 0.443 -0.865
O: 1.684 0.751 -3.376
H: 1.694 -3.066 0.510
H: 0.931 0.808 -0.052
H: 1.377 1.648 -3.145
H: 3.549 -0.313 -1.136
H: 3.049 1.480 -1.223
H: 0.934 0.186 -3.054
H: 4.179 -1.311 0.745
H: 4.086 -0.787 2.215
O: 3.623 -0.832 1.369
H: 1.802 0.314 2.892
H: 2.895 0.847 1.890
O: 2.214 1.122 2.531
H: -0.511 3.278 0.741
H: -1.340 2.448 -0.433
O: -1.037 3.282 -0.072
H: 0.520 3.429 -1.271
H: -0.298 2.892 -2.431
O: 0.582 2.846 -2.034
H: -0.665 2.216 2.538
H: -2.140 1.935 3.001
O: -1.254 1.549 2.958
H: -2.831 1.226 -2.609
H: -2.438 0.893 -1.056
O: -2.140 1.211 -1.941
H: -0.305 -0.301 3.820
H: 0.362 -0.848 2.629
O: 0.516 -0.759 3.581
H: -1.140 -0.220 0.861
H: -1.688 0.986 1.351
O: -1.886 0.377 0.599
H: -1.495 -0.483 -2.575
H: -1.234 -0.446 -4.065
O: -0.754 -0.643 -3.256
H: 0.922 4.148 2.502
H: 1.468 2.842 1.948
O: 0.920 3.610 1.702
H: -3.559 -0.837 -1.774
H: -3.029 -2.090 -2.229
O: -3.211 -1.198 -2.594
H: 0.487 -4.126 2.455
H: -0.300 -3.746 1.097
O: 0.523 -4.019 1.503
H: -1.251 -3.197 -1.038
H: -0.730 -3.189 -2.419
O: -1.423 -3.615 -1.891
H: -3.259 -2.720 0.460
H: -2.898 -1.248 0.151
O: -3.427 -1.999 -0.159

Results of the natural (NBO) charge analysis, in e, for atoms 1 through 5:
1 O -0.738
2 C 0.819
3 O -0.688
4 C -0.347
5 C -0.233



Formula: C10H26O8S
Source: the Open Molecules 2025 dataset
Level of theory: wB97M-V/def2-TZVPD

Calculated values
- F_max: 2.97 eV/A
- 2S+1: 1
- Orbital gap: 9.48 eV
- Energy: -38003.59470 eV
- SMILES string: O=S1(=O)CCCC1.OCCO.OCCO.OCCO

Atoms and positions in Å:
C: 3.309 2.512 0.136
C: 2.606 3.807 0.047
C: 1.093 3.516 0.385
S: 0.673 2.034 -0.530
O: -0.006 2.380 -1.748
O: 0.077 1.043 0.343
C: 2.512 1.653 -0.820
H: 3.331 2.093 1.142
H: 4.278 2.585 -0.359
H: 2.670 4.219 -0.960
H: 2.939 4.601 0.716
H: 0.268 4.162 0.085
H: 0.937 3.305 1.443
H: 2.703 1.848 -1.876
H: 2.780 0.599 -0.893
C: -4.386 0.870 -1.972
C: -3.264 1.665 -1.333
O: -2.833 1.251 0.007
O: -3.969 -0.270 -2.681
H: -5.032 1.455 -2.627
H: -5.074 0.564 -1.184
H: -3.658 2.679 -1.260
H: -2.397 1.630 -1.993
H: -1.910 1.444 0.188
H: -3.875 -0.121 -3.624
C: -0.330 -3.403 -1.445
C: -0.758 -1.943 -1.331
O: -0.737 -1.467 -0.004
O: 1.085 -3.524 -1.189
H: -0.649 -3.824 -2.398
H: -0.895 -3.932 -0.678
H: -1.804 -1.875 -1.630
H: -0.394 -1.193 -2.032
H: -0.537 -0.532 0.086
H: 1.343 -3.262 -0.302
C: 0.272 -2.704 2.966
C: 1.659 -1.959 3.111
O: 2.694 -2.663 2.403
O: 0.157 -3.941 3.681
H: 0.045 -2.750 1.901
H: -0.505 -2.027 3.322
H: 2.024 -1.687 4.101
H: 1.469 -0.972 2.688
H: 2.747 -3.548 2.772
H: -0.660 -4.315 3.343

Results of the natural (NBO) charge analysis, in e, for atoms 1 through 5:
1 C -0.428
2 C -0.396
3 C -0.672
4 S 2.140
5 O -0.926



Formula: H4N5O2
Source: the Open Molecules 2025 dataset
Level of theory: wB97M-V/def2-TZVPD

Calculated values
- F_max: 4.73 eV/A
- 2S+1: 1
- Orbital gap (spin up / spin down): 8.03 / 8.20 eV
- Energy: -11605.06887 eV
- Charge: -1

Atoms and positions in Å:
N: 0.975 -0.837 -1.194
N: 0.851 0.385 0.979
N: 1.052 -0.179 -2.234
N: -1.411 0.575 1.375
N: -0.132 1.206 1.287
O: -2.451 1.113 1.798
O: 0.096 -1.681 -0.840
H: 1.577 0.667 0.283
H: 0.559 -0.524 0.646
H: 0.414 -0.359 -3.051
H: -1.530 -0.366 0.952

Results of the natural (NBO) charge analysis, in e, for atoms 1 through 5:
1 N 0.063
2 N -0.627
3 N -0.568
4 N 0.035
5 N -0.090



Formula: C19H20B2O6
Source: the Open Molecules 2025 dataset
Level of theory: wB97M-V/def2-TZVPD

Calculated values
- F_max: 3.03 eV/A
- 2S+1: 1
- Orbital gap: 8.59 eV
- Energy: -33667.47990 eV
- SMILES string: CCOB(O)c1c(C)cc2c(c1B(O)OC)C(=O)c1c(C)cccc1C2=O

Atoms and positions in Å:
C: -1.394 1.835 -5.624
C: -1.740 0.559 -4.757
O: -1.972 0.875 -3.366
B: -0.799 0.943 -2.621
O: 0.484 1.019 -3.262
C: -0.752 0.989 -1.005
C: -1.100 2.209 -0.268
C: -1.582 3.532 -0.957
C: -1.001 2.233 1.211
C: -0.558 1.012 1.856
C: -0.244 -0.241 1.128
C: -0.336 -0.271 -0.335
B: 0.047 -1.621 -1.150
O: 1.183 -1.699 -1.974
O: -0.724 -2.785 -1.031
C: -1.956 -2.669 -1.783
C: 0.176 -1.471 2.011
O: -0.238 -2.591 1.850
C: 1.160 -1.105 3.179
C: 2.302 -1.955 3.496
C: 2.649 -3.279 2.749
C: 3.169 -1.479 4.594
C: 2.897 -0.236 5.324
C: 1.730 0.593 4.984
C: 0.857 0.154 3.898
C: -0.386 0.978 3.416
O: -1.131 1.561 4.164
H: -2.183 2.632 -5.517
H: -0.436 2.306 -5.264
H: -1.226 1.572 -6.701
H: -0.968 -0.251 -4.901
H: -2.683 0.134 -5.210
H: 0.895 1.791 -2.822
H: -2.178 4.158 -0.236
H: -2.140 3.342 -1.910
H: -0.656 4.131 -1.177
H: -1.251 3.168 1.768
H: 1.548 -0.803 -2.104
H: -2.684 -3.417 -1.371
H: -2.378 -1.640 -1.636
H: -1.732 -2.925 -2.850
H: 3.661 -3.217 2.253
H: 1.923 -3.532 1.937
H: 2.638 -4.155 3.459
H: 4.074 -2.056 4.917
H: 3.564 0.127 6.135
H: 1.472 1.543 5.503

Results of the natural (NBO) charge analysis, in e, for atoms 1 through 5:
1 C -0.642
2 C -0.077
3 O -0.708
4 B 1.169
5 O -0.937